Record 1
ORCA calculation (ωB97M-V with the def2-TZVPD basis set) on a 2-piece molecular cluster, C40H43O4 overall.

## Properties
Highest occupied orbital energy (eV): -4.11
Kohn-Sham gap (eV): 5.449
ΔE to the lowest compared entry with this formula, charge and spin (kcal/mol): 30.9

```
! RIJCOSX wB97M-V def2-TZVPD def2/J DEFGRID3
* xyz -1 1
C -3.386 -1.318 1.240
C -2.145 -1.695 2.025
O -1.185 -0.607 1.899
C 0.143 -0.798 2.228
C 0.865 0.509 2.228
C 2.307 0.562 2.526
O 2.724 1.537 3.173
C 3.402 -0.444 2.158
C 4.589 0.083 1.302
C 5.224 1.420 1.720
C 4.710 2.680 0.991
C 4.263 3.806 1.943
C 3.174 4.697 1.344
C 1.842 3.929 1.245
C 0.993 3.965 2.505
C -0.200 3.013 2.432
C -0.002 1.564 2.887
O 0.580 -1.913 2.453
H -3.845 -2.227 0.838
H -4.132 -0.816 1.872
H -3.136 -0.657 0.400
H -2.369 -1.857 3.098
H -1.690 -2.620 1.633
H 3.831 -0.784 3.114
H 2.940 -1.312 1.685
H 5.405 -0.648 1.381
H 4.294 0.082 0.242
H 5.095 1.534 2.802
H 6.310 1.369 1.536
H 5.534 3.074 0.365
H 3.905 2.410 0.285
H 3.857 3.352 2.858
H 5.145 4.391 2.245
H 3.047 5.585 1.977
H 3.459 5.031 0.335
H 1.255 4.330 0.406
H 2.034 2.869 1.005
H 1.590 3.717 3.390
H 0.646 5.001 2.647
H -0.945 3.447 3.112
H -0.666 3.035 1.440
H -1.007 1.142 2.791
H 0.289 1.591 3.956
C -1.571 -7.667 -0.975
C -0.665 -6.861 -0.279
C -0.618 -5.487 -0.512
C -1.456 -4.850 -1.462
C -1.439 -3.380 -1.599
C -0.457 -2.618 -1.013
C -0.432 -1.195 -1.071
C 0.602 -0.479 -0.378
C 1.048 0.800 -0.898
C 0.198 1.941 -0.851
C 0.553 3.080 -1.585
C 1.675 3.067 -2.420
C 2.556 1.982 -2.408
C 2.292 0.898 -1.576
C -1.429 -0.553 -1.865
C -2.553 -1.197 -2.321
C -3.737 -0.433 -2.796
C -3.799 0.982 -2.619
C -4.981 1.707 -2.811
C -6.151 1.064 -3.231
C -6.102 -0.316 -3.473
C -4.912 -1.028 -3.315
C -2.581 -2.688 -2.261
O -3.582 -3.318 -2.657
C -2.317 -5.699 -2.191
C -2.396 -7.070 -1.938
H -1.621 -8.739 -0.782
H 0.054 -7.300 0.419
H 0.082 -4.894 0.079
H 0.355 -3.082 -0.435
H 1.361 -1.081 0.134
H -0.700 1.886 -0.233
H -0.076 3.970 -1.505
H 1.858 3.909 -3.079
H 3.426 1.968 -3.065
H 2.970 0.036 -1.536
H -1.303 0.527 -2.019
H -2.916 1.541 -2.303
H -4.969 2.792 -2.669
H -7.072 1.630 -3.375
H -6.999 -0.839 -3.806
H -4.893 -2.082 -3.564
H -2.964 -5.277 -2.948
H -3.086 -7.674 -2.522
*
```


Record 2
ORCA calculation (ωB97M-V with the def2-TZVPD basis set) on a 2-piece molecular cluster, C10H15BrO overall.

## Properties
Highest occupied orbital energy (eV): -8.79
Kohn-Sham gap (eV): 9.624
ΔE to the lowest compared entry with this formula, charge and spin (kcal/mol): 48.3

```
! RIJCOSX wB97M-V def2-TZVPD def2/J DEFGRID3
* xyz 0 1
C 0.026 5.217 0.536
C -0.621 4.100 0.210
C 1.659 -1.735 -0.106
C 1.069 -2.761 -0.997
C 0.832 -0.461 -0.225
C -0.230 -3.273 -0.333
C -0.585 -0.712 0.362
C -1.019 -2.175 0.354
C -1.747 -1.102 -0.471
C -1.481 3.111 0.110
O -2.784 3.413 0.620
Br -3.396 -0.425 0.034
H 0.344 5.243 1.559
H 0.112 6.056 -0.149
H -1.635 -1.121 -1.548
H 1.650 -2.194 0.844
H 2.646 -1.443 -0.283
H 0.801 -2.358 -1.987
H 1.838 -3.485 -1.093
H 1.219 0.315 0.341
H 0.796 -0.190 -1.390
H -1.015 -3.682 -1.092
H 0.048 -3.971 0.389
H -0.789 -0.263 1.356
H -1.527 -2.633 1.208
H -1.333 2.130 -0.153
H -3.132 2.551 0.727
*
```


Record 3
ORCA calculation (ωB97M-V with the def2-TZVPD basis set) on a 10-piece molecular cluster, C8H38N2O10 overall.

## Properties
Highest occupied orbital energy (eV): -9.35
Kohn-Sham gap (eV): 9.368
ΔE to the lowest compared entry with this formula, charge and spin (kcal/mol): 59.8

```
! RIJCOSX wB97M-V def2-TZVPD def2/J DEFGRID3
* xyz 0 1
O 0.061 5.613 3.010
H 0.721 5.916 3.633
H 0.500 4.924 2.511
O 3.627 6.807 0.465
H 3.969 6.078 0.983
H 2.902 7.153 0.986
O 1.899 2.931 1.122
H 2.466 2.237 1.460
H 2.130 3.000 0.196
O 3.383 -1.079 0.795
H 3.409 -0.801 -0.120
H 3.060 -1.980 0.763
O 7.206 3.905 1.928
H 6.725 3.081 1.848
H 8.084 3.645 2.206
O 1.681 5.062 -4.404
H 1.952 4.676 -3.571
H 1.769 6.006 -4.272
O 3.610 2.094 -2.141
H 4.183 2.160 -2.905
H 2.864 1.577 -2.444
O 3.982 0.182 4.530
H 3.764 -0.158 3.663
H 4.395 -0.554 4.981
C -0.537 0.059 -3.344
C -0.052 -1.121 -2.638
C -0.971 -2.349 -2.816
O -0.508 -3.424 -1.944
C -1.286 -4.622 -2.168
N 1.300 -1.342 -3.182
H 0.148 0.879 -3.560
H -1.395 0.402 -2.765
H -0.968 -0.163 -4.320
H 0.043 -0.869 -1.582
H -1.027 -2.511 -3.893
H -1.919 -2.097 -2.341
H -0.640 -5.357 -2.648
H -2.141 -4.643 -2.844
H -1.577 -5.085 -1.225
H 1.065 -1.580 -4.135
H 1.719 -2.217 -2.901
C -5.569 -2.993 0.426
C -4.907 -2.878 1.812
C -3.791 -1.856 1.863
O -2.923 -2.028 2.953
C -1.754 -1.177 2.862
N -5.833 -2.623 2.893
H -6.179 -3.892 0.332
H -4.921 -2.984 -0.450
H -6.219 -2.137 0.243
H -4.413 -3.829 2.011
H -4.157 -0.830 1.843
H -3.073 -2.043 1.065
H -1.461 -1.122 3.911
H -2.024 -0.205 2.449
H -0.869 -1.614 2.400
H -5.272 -2.514 3.725
H -6.233 -1.707 2.747
*
```


Record 4
ORCA calculation (ωB97M-V with the def2-TZVPD basis set) on the molecule C15H18N2O4S.

## Properties
Highest occupied orbital energy (eV): -7.98
Kohn-Sham gap (eV): 8.544
ΔE to the lowest compared entry with this formula, charge and spin (kcal/mol): 47.2

```
! RIJCOSX wB97M-V def2-TZVPD def2/J DEFGRID3
* xyz 0 1
C -1.047 0.138 -3.259
C 0.160 -0.069 -3.751
C 1.452 0.270 -3.069
N 1.306 0.638 -1.683
C 1.420 1.907 -1.248
N 1.071 2.193 0.032
H 1.309 3.135 0.304
C 0.729 1.256 1.088
C -0.496 0.446 0.701
C -1.653 1.154 0.396
C -2.833 0.524 0.012
C -2.814 -0.848 -0.055
C -1.660 -1.569 0.254
C -0.492 -0.952 0.631
H 0.374 -1.548 0.865
O -1.906 -2.906 0.109
C -3.253 -3.008 -0.307
O -3.812 -1.715 -0.401
H -3.820 -3.603 0.425
H -3.297 -3.502 -1.291
H -3.721 1.084 -0.224
H -1.632 2.231 0.451
H 0.449 1.863 1.958
C 1.949 0.418 1.511
C 1.654 -0.328 2.794
O 1.079 0.137 3.741
O 2.121 -1.579 2.745
C 1.915 -2.375 3.906
H 0.846 -2.502 4.090
H 2.385 -3.334 3.705
H 2.368 -1.898 4.777
H 2.271 -0.277 0.737
H 2.774 1.106 1.712
S 2.008 3.139 -2.185
H 0.781 -0.011 -1.113
H 2.134 -0.586 -3.138
H 1.922 1.119 -3.579
H 0.288 -0.508 -4.731
H -1.933 -0.123 -3.811
H -1.209 0.591 -2.294
*
```


Record 5
ORCA calculation (ωB97M-V with the def2-TZVPD basis set) on a 3-piece molecular cluster, C6H13NO overall.

## Properties
Highest occupied orbital energy (alpha / beta) (eV): -7.51 / -7.52
Kohn-Sham gap (alpha / beta) (eV): 7.235 / 7.236
ΔE to the lowest compared entry with this formula, charge and spin (kcal/mol): 177.6

```
! RIJCOSX wB97M-V def2-TZVPD def2/J DEFGRID3
* xyz 0 1
C -1.165 -0.358 -1.612
C 1.590 0.912 2.410
C -1.275 0.621 1.220
C -0.933 -1.748 -2.109
N -0.402 -0.293 0.488
C 0.443 0.063 -0.389
C 1.552 0.250 -1.060
O 1.261 -0.248 1.737
H -2.142 -0.179 -1.179
H -0.890 0.457 -2.278
H 2.350 0.703 3.185
H 2.020 1.699 1.758
H 0.749 1.384 2.958
H -1.020 1.668 1.048
H -2.310 0.422 0.935
H -1.187 0.380 2.277
H 1.537 0.415 -2.129
H 2.493 0.190 -0.534
H 0.069 -1.881 -2.514
H -1.086 -2.475 -1.309
H -1.653 -1.980 -2.905
*
```


Record 6
ORCA calculation (ωB97M-V with the def2-TZVPD basis set) on C3H4O2 as an isolated structure.

## Properties
Highest occupied orbital energy (eV): -9.98
Kohn-Sham gap (eV): 10.797
ΔE to the lowest compared entry with this formula, charge and spin (kcal/mol): 71.9

```
! RIJCOSX wB97M-V def2-TZVPD def2/J DEFGRID3
* xyz 0 1
C -1.300 0.859 -0.091
C -0.938 -0.449 -0.012
C 1.617 -0.315 -0.012
H -0.283 1.593 0.397
H -2.373 0.938 -0.204
H -1.550 -1.422 -0.171
H 2.399 -0.981 0.446
O 0.437 -1.062 -0.173
O 1.990 0.840 -0.181
*
```


Record 7
ORCA calculation (ωB97M-V with the def2-TZVPD basis set) on a 8-piece molecular cluster, C62H69IN10O24P2 overall.

## Properties
Highest occupied orbital energy (eV): -8.99
Kohn-Sham gap (eV): 8.003

```
! RIJCOSX wB97M-V def2-TZVPD def2/J DEFGRID3
* xyz 0 1
C -1.463 0.742 1.987
C -0.403 0.324 3.012
C -0.383 -1.205 3.216
C 1.025 -1.797 3.053
C 1.654 -1.445 1.693
C 2.141 -2.651 0.834
C 0.909 -3.586 0.713
C 0.722 -4.575 -0.428
O 0.775 -5.763 -0.208
C 0.377 -4.048 -1.774
C 1.104 -4.449 -2.882
C 0.780 -3.953 -4.133
C -0.278 -3.067 -4.276
C -1.029 -2.691 -3.178
C -0.699 -3.179 -1.926
O 3.314 -3.095 1.531
C 3.724 -4.418 1.718
O 2.794 -5.122 2.455
I 4.054 -5.611 -0.077
C 5.139 -4.368 2.446
C 5.725 -2.964 2.610
C 6.276 -2.407 1.286
C 6.323 -0.907 1.141
O 6.868 -0.357 0.218
O 5.715 -0.214 2.136
N 5.067 -5.183 3.676
C 6.280 -6.012 3.837
N 6.243 -7.222 3.021
P 4.617 -4.494 5.125
N 4.230 -5.545 6.180
O 5.880 -3.618 5.634
O 3.459 -3.436 4.729
P 2.733 -1.874 -0.757
O 3.514 -2.746 -1.629
O 3.628 -0.646 -0.232
O 1.514 -1.105 -1.445
H -1.302 0.248 1.026
H -2.434 0.414 2.356
H -1.521 1.822 1.868
H -0.690 0.789 3.956
H 0.576 0.701 2.716
H -0.705 -1.426 4.233
H -1.050 -1.697 2.504
H 1.645 -1.353 3.835
H 1.014 -2.866 3.259
H 2.532 -0.829 1.874
H 0.956 -0.854 1.097
H 0.770 -4.162 1.621
H 0.042 -2.919 0.655
H 1.925 -5.137 -2.742
H 1.379 -4.257 -4.980
H -0.508 -2.672 -5.255
H -1.853 -2.000 -3.293
H -1.285 -2.876 -1.064
H 2.272 -4.492 2.966
H 5.864 -4.881 1.820
H 5.069 -2.257 3.105
H 6.592 -3.096 3.265
H 5.685 -2.771 0.443
H 7.301 -2.751 1.153
H 5.530 0.669 1.790
H 7.167 -5.435 3.562
H 6.352 -6.309 4.881
H 5.528 -7.127 2.307
H 5.941 -7.999 3.595
H 3.288 -5.434 6.525
H 5.857 -2.691 5.379
H 3.666 -2.532 4.985
H 3.122 0.174 -0.277
H 0.647 -1.326 -1.082
C 5.716 0.752 -2.671
C 5.593 2.134 -2.745
C 5.636 2.777 -3.971
C 5.799 2.011 -5.110
C 5.928 0.635 -5.064
C 5.886 0.006 -3.830
N 5.824 2.686 -6.416
O 5.726 3.895 -6.434
O 5.938 1.994 -7.410
H 5.683 0.254 -1.714
H 5.463 2.717 -1.842
H 5.543 3.850 -4.042
H 6.056 0.067 -5.973
H 5.978 -1.069 -3.770
C -6.519 1.347 6.944
C -5.503 2.272 7.151
C -4.681 2.649 6.103
C -4.899 2.087 4.858
C -5.900 1.161 4.629
C -6.714 0.790 5.687
N -4.043 2.498 3.736
O -3.152 3.294 3.962
O -4.263 2.016 2.644
H -7.166 1.064 7.762
H -5.355 2.705 8.131
H -3.889 3.368 6.248
H -6.046 0.744 3.645
H -7.509 0.076 5.528
C -2.265 4.481 -3.509
C -2.492 3.907 -4.753
C -2.750 2.550 -4.856
C -2.776 1.794 -3.700
C -2.549 2.342 -2.451
C -2.291 3.699 -2.361
N -3.064 0.355 -3.802
O -3.239 -0.114 -4.905
O -3.099 -0.290 -2.770
H -2.069 5.542 -3.433
H -2.470 4.517 -5.645
H -2.927 2.089 -5.816
H -2.576 1.721 -1.568
H -2.114 4.148 -1.393
C 0.966 -8.735 0.886
C 0.748 -9.546 -0.220
C 0.544 -10.908 -0.060
C 0.562 -11.433 1.218
C 0.783 -10.649 2.335
C 0.987 -9.289 2.160
N 0.328 -12.876 1.398
O 0.156 -13.548 0.401
O 0.319 -13.310 2.531
H 1.118 -7.674 0.752
H 0.733 -9.113 -1.211
H 0.373 -11.549 -0.911
H 0.794 -11.092 3.319
H 1.162 -8.659 3.022
C -8.324 7.164 4.064
C -8.593 6.922 5.404
C -8.842 5.631 5.842
C -8.814 4.604 4.918
C -8.553 4.822 3.577
C -8.307 6.117 3.153
N -9.058 3.229 5.377
O -9.293 3.056 6.557
O -8.992 2.337 4.556
H -8.120 8.169 3.732
H -8.610 7.741 6.110
H -9.055 5.427 6.880
H -8.542 3.997 2.881
H -8.104 6.311 2.109
C 7.774 1.230 -10.583
C 6.576 1.925 -10.685
C 5.922 2.001 -11.904
C 6.484 1.373 -13.000
C 7.677 0.680 -12.922
C 8.324 0.613 -11.699
N 5.782 1.436 -14.294
O 4.747 2.067 -14.344
O 6.281 0.853 -15.235
H 8.278 1.170 -9.628
H 6.154 2.403 -9.813
H 4.990 2.537 -12.001
H 8.090 0.204 -13.798
H 9.259 0.074 -11.617
C -9.352 13.785 1.296
C -9.660 13.641 2.642
C -9.870 12.380 3.177
C -9.763 11.283 2.342
C -9.462 11.402 0.998
C -9.256 12.668 0.476
N -9.968 9.939 2.907
O -10.249 9.857 4.086
O -9.838 8.987 2.164
H -9.185 14.771 0.884
H -9.736 14.511 3.279
H -10.112 12.251 4.221
H -9.391 10.524 0.374
H -9.019 12.783 -0.573
*
```


Record 8
ORCA calculation (ωB97M-V with the def2-TZVPD basis set) on a 3-piece molecular cluster, C2H10N2O overall.

## Properties
Highest occupied orbital energy (alpha / beta) (eV): -7.95 / -7.78
Kohn-Sham gap (alpha / beta) (eV): 6.645 / 6.633
ΔE to the lowest compared entry with this formula, charge and spin (kcal/mol): 127.6

```
! RIJCOSX wB97M-V def2-TZVPD def2/J DEFGRID3
* xyz 0 1
C -2.032 0.277 -0.774
N -0.459 -0.427 1.505
O -0.784 0.632 -0.306
H -1.022 -1.120 1.013
H -1.088 0.350 1.705
H -2.027 -0.584 -1.464
H -2.484 1.138 -1.294
H -2.739 0.036 0.047
C 1.994 0.161 0.424
N 1.832 -0.193 -0.933
H 0.926 0.121 -1.270
H 1.986 -1.171 -1.134
H 2.862 -0.309 0.887
H 2.011 1.244 0.558
H 1.023 -0.154 1.037
*
```


Record 9
ORCA calculation (ωB97M-V with the def2-TZVPD basis set) on a 7-piece molecular cluster, C19H36O11 overall.

## Properties
Highest occupied orbital energy (eV): -10.04
Kohn-Sham gap (eV): 10.087
ΔE to the lowest compared entry with this formula, charge and spin (kcal/mol): 9.1

```
! RIJCOSX wB97M-V def2-TZVPD def2/J DEFGRID3
* xyz 0 1
O 2.273 -0.931 -5.522
C 2.245 -1.270 -4.380
O 1.785 -0.459 -3.412
C 1.812 -1.057 -2.137
C 2.209 -2.548 -2.355
C 2.687 -2.605 -3.817
H 0.838 -1.130 -1.650
H 2.482 -0.578 -1.422
H 1.335 -3.185 -2.224
H 2.948 -2.839 -1.609
H 2.243 -3.475 -4.293
H 3.758 -2.801 -3.844
O -4.778 -3.802 -0.574
C -3.665 -3.420 -0.365
O -3.060 -3.596 0.816
C -1.654 -3.220 0.786
C -1.374 -2.864 -0.689
C -2.732 -2.757 -1.355
H -1.081 -4.074 1.121
H -1.562 -2.369 1.459
H -0.806 -3.668 -1.162
H -0.736 -1.981 -0.757
H -2.764 -3.333 -2.278
H -3.042 -1.742 -1.591
O -2.666 4.044 -2.390
C -2.553 4.178 -1.204
O -1.460 3.793 -0.534
C -1.609 3.987 0.887
C -3.119 4.346 1.087
C -3.565 4.821 -0.271
H -1.076 4.872 1.230
H -1.394 3.111 1.485
H -3.269 5.122 1.838
H -3.638 3.467 1.474
H -3.357 5.890 -0.408
H -4.612 4.725 -0.537
O 1.101 -4.176 2.031
C 2.005 -3.414 2.184
O 3.163 -3.770 2.754
C 4.108 -2.680 2.708
C 3.551 -1.710 1.678
C 2.047 -1.940 1.854
H 5.088 -3.083 2.471
H 4.131 -2.244 3.712
H 3.932 -2.074 0.720
H 3.756 -0.650 1.800
H 1.451 -1.823 0.951
H 1.668 -1.341 2.679
C 0.758 1.094 1.317
O -0.196 0.215 0.744
H 1.626 1.121 0.653
H 0.382 2.117 1.288
H 1.115 0.808 2.309
H -1.038 0.461 1.165
C 2.374 4.602 -0.557
O 3.601 4.345 0.119
H 2.518 5.140 -1.492
H 1.895 3.654 -0.827
H 1.655 5.147 0.059
H 3.398 4.324 1.056
C -3.606 0.515 0.859
O -2.770 0.604 1.995
H -4.182 -0.409 0.810
H -4.288 1.371 0.802
H -3.020 0.595 -0.058
H -3.269 0.550 2.812
*
```


In order of appearance, electronic energy = -1850.9813 -3039.1400 -1189.4007 -1391.0356 -366.1509 -267.0782 -5737.2144 -266.7409 -1573.1733 hartree.
In order of appearance, max |F| = 2.93 4.12 2.86 1.29 2.99 5.37 1.51 1.93 2.29 eV/A.